[1]
{"formula": "C23H65B2F7N3O12Pt", "method": "ωB97M-V with the def2-TZVPD basis set", "species": ["O", "H", "H", "F", "O", "H", "N", "H", "H", "H", "C", "H", "H", "H", "O", "F", "B", "H", "C", "H", "H", "H", "C", "H", "H", "C", "C", "H", "B", "C", "C", "C", "H", "H", "C", "C", "O", "H", "H", "H", "H", "H", "F", "C", "H", "H", "H", "O", "F", "C", "H", "H", "H", "C", "C", "Pt", "C", "C", "F", "H", "H", "H", "H", "O", "H", "H", "C", "H", "H", "F", "H", "C", "H", "H", "H", "H", "H", "H", "H", "C", "C", "O", "H", "H", "C", "N", "H", "H", "H", "H", "C", "H", "H", "O", "H", "H", "H", "H", "H", "O", "H", "O", "H", "H", "C", "H", "O", "H", "F", "O", "H", "N", "H"], "coordinates": [[-8.1853, 26.1129, -9.5438], [-15.5824, 20.2175, -3.5364], [-16.6687, 22.5876, -5.3684], [-17.7930, 26.0138, -7.1706], [-9.8134, 24.7204, -12.6908], [-10.4654, 28.1684, -8.4944], [-16.6875, 21.5864, -5.5000], [-19.6707, 24.5254, -11.8275], [-18.8420, 19.6800, -3.5054], [-7.0190, 24.4731, -6.9220], [-13.8900, 28.6287, -6.7756], [-18.0104, 21.9337, -3.9189], [-10.5422, 25.3046, -10.9009], [-15.3469, 23.3441, -7.1553], [-13.9050, 25.3087, -10.2359], [-11.8503, 23.3205, -8.6908], [-18.3954, 26.9688, -6.3468], [-14.9377, 23.6681, -9.4267], [-17.3103, 21.1540, -4.2187], [-14.5753, 27.3196, -11.6441], [-9.0387, 24.3250, -13.0972], [-15.5802, 28.9464, -15.6017], [-17.5368, 24.0270, -12.1742], [-8.7948, 18.9581, -12.0532], [-14.1931, 23.2788, -15.0970], [-14.8176, 25.9651, -14.7626], [-9.9273, 20.7478, -12.1478], [-15.6641, 27.7441, -6.9548], [-13.7856, 28.0449, -11.7643], [-9.0177, 24.4686, -7.1267], [-13.4408, 25.2428, -14.6207], [-14.5302, 24.0530, -7.0191], [-13.9876, 23.4665, -13.3530], [-15.3434, 25.8095, -13.8206], [-12.8180, 23.1215, -9.5133], [-13.5565, 23.7096, -14.3241], [-14.0375, 24.8548, -8.0949], [-9.5779, 23.8388, -10.8426], [-16.6017, 20.4982, -2.1111], [-7.8813, 25.3574, -9.0355], [-13.6187, 21.9768, -2.6720], [-13.7480, 28.7058, -10.9122], [-17.6465, 28.1294, -6.1489], [-13.9984, 24.2132, -9.3343], [-8.3678, 26.6630, -11.4543], [-15.6798, 25.6826, -6.0649], [-15.0035, 28.6825, -4.8547], [-10.7171, 18.5514, -11.5505], [-18.5653, 26.4234, -5.0463], [-14.3785, 22.3979, -3.3304], [-9.2192, 19.6393, -10.4445], [-16.4422, 28.1242, -14.3677], [-9.0437, 25.4055, -6.5704], [-14.9224, 24.9395, -5.8155], [-18.2476, 19.9821, -4.3677], [-14.4444, 27.4710, -9.6998], [-11.2338, 27.5843, -9.0008], [-13.9688, 28.6905, -5.1975], [-19.6454, 27.2252, -6.7647], [-14.0733, 23.4404, -3.4208], [-9.6510, 24.6331, -7.9985], [-14.2742, 29.6045, -7.0726], [-18.9952, 20.0340, -5.1592], [-19.3174, 22.4870, -11.6437], [-15.4367, 24.2906, -5.1067], [-17.1195, 24.4807, -13.0731], [-9.5701, 19.4392, -11.4569], [-13.7128, 23.3614, -6.8150], [-10.8203, 19.6297, -13.4001], [-13.1721, 21.9503, -9.2941], [-12.0430, 27.6603, -6.7129], [-8.3208, 25.7358, -10.8831], [-12.6257, 23.1440, -14.3664], [-19.8941, 22.0124, -12.2469], [-16.9480, 23.1103, -12.2086], [-17.2099, 21.5282, -6.3624], [-13.0745, 25.2945, -12.7420], [-17.6373, 19.1289, -4.6638], [-11.7625, 25.3195, -13.6456], [-19.0184, 23.7487, -12.2267], [-12.5674, 28.3821, -7.3390], [-12.5758, 27.8424, -8.7112], [-15.2491, 25.4025, -15.5906], [-14.4039, 26.7847, -6.8528], [-16.2581, 20.9237, -3.0540], [-12.6590, 25.7702, -13.5301], [-10.5757, 17.8821, -10.8770], [-11.1467, 26.5300, -8.7382], [-13.6669, 27.7992, -4.6475], [-7.3795, 25.2132, -11.0534], [-15.7440, 27.9518, -15.1868], [-16.2708, 27.4569, -16.0027], [-11.9777, 29.2907, -7.4608], [-17.3100, 24.5305, -10.8876], [-12.8401, 27.5257, -11.7912], [-9.5933, 23.7292, -6.5699], [-13.5172, 29.6226, -4.8579], [-19.2747, 23.8009, -13.2849], [-12.9193, 25.3623, -15.5703], [-14.5015, 27.3570, -14.9934], [-14.0493, 28.6266, -12.6340], [-7.6750, 24.2481, -7.5858], [-11.1046, 27.6787, -10.0789], [-14.2181, 25.6343, -5.3580], [-9.6362, 24.8342, -11.2829], [-16.5428, 24.0736, -10.5353], [-10.3741, 20.4725, -13.5107], [-14.2678, 21.9946, -4.3370], [-12.2361, 23.0257, -10.8268], [-15.6133, 22.1596, -2.6136], [-10.6548, 21.3149, -11.5671], [-14.7519, 27.5865, -7.3588], [-9.0302, 21.3598, -12.2407]], "forces_ev_per_angstrom": [[-1.0, 0.6, 0.6], [0.7, 0.0, 0.4], [0.5, 0.3, -0.2], [0.8, 0.2, -0.3], [0.2, 0.3, 0.2], [-0.5, 0.3, 0.2], [0.8, 0.4, 1.2], [0.6, 0.2, 0.7], [0.4, 0.3, 0.4], [-0.3, 0.0, 0.2], [-2.0, 0.8, 0.9], [0.3, 0.6, 0.4], [0.1, 0.1, 0.0], [-0.5, 0.5, -1.1], [0.2, -2.2, 0.9], [2.7, 1.6, 1.7], [-0.3, -1.2, 1.8], [-0.2, -0.6, -0.2], [-1.7, 0.6, 0.8], [-3.7, -3.4, 0.4], [0.1, -0.1, 0.1], [0.3, 0.3, 0.1], [0.0, -1.5, 0.8], [0.4, 0.1, 0.2], [-0.3, -0.5, -0.1], [3.5, -0.8, 0.7], [0.1, -0.4, -0.8], [-0.9, -0.1, -0.3], [1.4, -0.1, -0.7], [-0.5, 1.3, -0.3], [-0.3, -1.2, 0.7], [1.2, 0.5, 1.3], [-0.2, 0.4, 0.1], [-0.4, 0.3, 0.0], [0.1, 3.7, -3.2], [-1.0, 0.2, -1.4], [-0.4, -1.2, 1.0], [0.2, -0.1, 0.2], [-0.7, -0.1, -0.4], [0.2, -0.2, 0.3], [0.4, -0.3, -0.3], [0.2, 4.0, 3.5], [1.1, 0.7, -0.7], [0.1, 3.2, -2.2], [0.0, -0.2, -0.3], [-0.6, -0.6, -0.6], [-0.4, 0.6, -0.6], [0.5, 0.7, 0.7], [0.6, -0.6, 0.6], [0.7, -0.2, 1.1], [-0.2, -0.2, 0.2], [0.4, -0.6, 0.7], [-0.1, 0.0, 0.1], [-0.9, 0.0, -0.6], [0.4, -1.7, -0.7], [-0.8, -1.4, 0.5], [0.5, -1.9, -1.7], [-0.5, -0.3, -0.8], [-1.7, 0.9, -1.4], [-0.8, 0.3, 0.3], [0.3, 0.1, -0.2], [0.0, 0.0, -0.4], [0.2, 0.7, -0.2], [-0.1, -0.1, 0.0], [0.4, 0.2, 0.4], [-0.3, 1.5, 0.3], [-0.4, 0.0, -1.1], [0.3, -0.1, 0.8], [-0.4, -0.2, -0.4], [-2.8, -5.1, 0.8], [0.3, -0.2, 0.0], [-1.0, -0.9, -0.6], [0.3, 0.5, -0.1], [0.0, 0.0, 0.1], [-0.6, -0.8, -0.3], [-0.7, -0.8, 0.3], [0.2, 0.4, 0.9], [0.0, -0.5, 0.1], [0.5, 0.2, 0.4], [-0.1, 0.0, -1.7], [1.6, -0.1, -1.0], [0.3, 2.1, 2.7], [-0.8, 0.7, -0.3], [-0.2, -0.7, -0.8], [-0.1, 1.2, -1.2], [0.3, 0.3, -0.5], [-0.2, -0.2, -0.1], [0.8, -0.1, 0.0], [1.1, 0.0, -0.3], [-0.1, -0.4, -1.2], [-0.3, 1.8, -1.7], [-0.4, -0.4, 0.0], [0.1, 0.1, 0.6], [0.7, 1.0, 0.3], [3.3, -1.5, -0.4], [1.0, -0.7, 0.3], [0.2, -0.3, 0.2], [-0.3, -0.6, -0.4], [0.1, 0.2, -0.1], [-1.6, -1.9, 0.3], [-1.1, 2.1, -2.8], [-0.5, -0.8, 0.0], [0.0, 0.0, 0.0], [0.9, -0.9, 0.3], [1.5, 1.0, 0.4], [0.1, 0.4, 0.1], [0.4, 0.2, 1.4], [-0.6, -0.4, 0.1], [-0.9, 1.0, 1.5], [0.1, -0.6, -2.0], [-0.3, -0.1, -0.2], [0.2, 0.3, 0.2], [0.1, 0.0, 0.1]], "multiplicity": 3, "e_homo_ev": [-5.7, -5.7], "total_charge": -1, "gap_ev": [7.482, 7.095]}

=====

[2]
{"formula": "C7H13N2OS", "method": "ωB97M-V with the def2-TZVPD basis set", "species": ["H", "H", "H", "H", "C", "C", "C", "C", "N", "H", "H", "C", "N", "H", "H", "O", "C", "H", "H", "C", "S", "H", "H", "H"], "coordinates": [[-1.5687, 2.7935, 0.2517], [1.9221, 1.2287, -1.8448], [-3.7985, 0.1718, 0.2543], [0.3415, -1.2601, 1.8109], [1.5113, 1.4604, -0.8413], [-1.6432, 0.0044, 0.2565], [-0.5130, 0.8867, 0.1762], [-0.5423, 2.3296, 0.3585], [0.6582, 0.3943, -0.2317], [1.2306, -2.5903, 1.0361], [1.9886, -0.8843, -1.8853], [-2.9475, 0.4144, 0.9465], [1.1201, -0.8566, -0.1019], [2.0121, -2.5639, -0.9451], [-3.0525, 1.4951, 1.3017], [-1.6367, -1.0558, -0.2331], [0.5673, -1.7231, 0.8911], [-0.3470, -2.2378, 0.5041], [-3.0259, -0.2579, 1.9242], [2.1887, -1.4049, -0.8818], [0.4689, 2.8671, -1.1726], [-0.0029, 2.6803, 1.2368], [3.1866, -1.0465, -0.6114], [2.4221, 1.5321, -0.2240]], "forces_ev_per_angstrom": [[1.3, -0.7, 0.3], [-0.5, -0.7, 0.6], [0.8, 0.1, 0.8], [-0.3, 0.8, 1.1], [1.7, -0.4, -0.9], [-2.9, 2.7, 2.6], [1.7, -1.2, 0.1], [-0.4, 2.1, -1.8], [-0.2, 0.2, -0.8], [0.3, 0.8, 0.2], [0.7, -1.6, 0.8], [-0.6, 0.4, 1.9], [-0.9, 0.6, 1.7], [0.7, 2.5, 0.0], [0.3, -1.5, -0.6], [0.4, -3.7, -2.5], [-0.4, -2.5, -1.0], [0.4, 0.6, 0.4], [0.0, 1.3, -2.1], [-0.7, 0.2, -3.3], [-0.6, -0.2, 1.7], [-0.2, 0.0, 0.2], [-0.1, -0.6, 0.5], [-0.5, 0.6, 0.2]], "multiplicity": 1, "e_homo_ev": -13.3, "total_charge": 1, "gap_ev": 8.165, "de_lowest_kj_mol": 343.2}

=====

[3]
{"formula": "C25H57BBrFN5O13PS", "method": "ωB97M-V with the def2-TZVPD basis set", "species": ["H", "C", "C", "O", "N", "H", "C", "H", "O", "C", "H", "H", "H", "H", "C", "C", "O", "O", "O", "H", "H", "C", "H", "H", "H", "H", "H", "C", "C", "H", "H", "H", "H", "C", "C", "C", "H", "O", "N", "O", "F", "H", "H", "H", "C", "C", "C", "H", "H", "H", "H", "H", "O", "H", "H", "H", "C", "O", "O", "H", "O", "H", "C", "H", "H", "N", "H", "H", "C", "C", "H", "H", "O", "C", "H", "S", "P", "H", "H", "Br", "H", "H", "H", "C", "H", "H", "C", "H", "H", "O", "H", "C", "N", "H", "H", "H", "N", "H", "H", "H", "H", "C", "B", "C", "H"], "coordinates": [[-5.3415, 7.3696, 1.2248], [-5.2123, 5.3269, 0.6322], [-0.2195, -2.7446, 0.6645], [-3.8891, 0.7518, -3.9283], [-1.4434, 1.0980, 0.1333], [2.0665, -3.3802, 5.4281], [6.5359, -1.4868, 0.1014], [4.8200, -0.2742, -0.8684], [1.9359, -2.4884, 1.3129], [-2.0465, 2.3468, 0.7278], [6.0402, -2.4990, -1.9111], [4.8039, 2.2230, -2.8773], [3.3112, -3.3516, 6.8508], [2.2310, -4.9228, 6.5281], [6.7753, -2.7244, -0.9979], [2.0446, -3.3979, 2.4877], [-1.0251, 0.0904, 2.5329], [-2.7625, -0.9363, -2.9753], [3.5795, -5.0541, 3.7200], [-2.7501, -3.7686, 0.1654], [-1.1574, -5.3812, 0.8429], [-2.5592, 0.2808, -0.4779], [0.3879, -1.0743, -1.5392], [-6.1870, 0.0751, -5.2664], [7.1747, -0.5767, -0.3302], [-3.1004, 2.5247, 0.2041], [-3.5405, 0.3002, 0.2012], [-5.8933, 6.6637, 0.5991], [4.9521, -1.0883, -0.0155], [-3.3833, 5.2609, -2.0902], [-6.4196, 1.6896, -5.9656], [2.7737, 0.4759, 3.5157], [-3.0906, -2.2335, -5.1198], [-2.9929, 7.0692, -1.0140], [4.0292, -4.6909, 5.0747], [1.1655, -0.4856, -0.8883], [-4.8186, 6.2407, -1.8733], [4.3854, 1.3631, -3.2362], [-1.2246, -2.9115, 3.1246], [2.9699, 1.5630, -5.4832], [8.1697, -2.8076, -1.4895], [-2.7180, 7.6393, -1.9061], [-3.3446, -3.9418, 1.7071], [-2.0731, -2.3002, 3.3163], [4.3430, -0.3620, 1.3642], [-3.9014, 5.9123, -1.3777], [2.0063, 0.3991, 1.5902], [4.0821, -1.2383, 2.0800], [0.5060, 1.7205, -1.5246], [1.5064, -2.8666, 3.3828], [5.1986, 0.2886, 1.8772], [2.1942, -1.0802, -1.0117], [2.0329, 0.0216, 3.0169], [-6.4500, 1.4508, -4.2021], [6.3716, -3.7149, -0.5078], [4.9899, -4.0143, 5.1064], [-4.4753, 1.3964, -5.0734], [1.2835, 2.7596, 3.3242], [-5.5205, 4.4853, 1.4717], [1.7954, -0.5130, -3.3942], [2.5624, 3.2462, -3.6412], [-6.0147, 7.0622, -0.4072], [3.5831, -3.8840, 2.8099], [-3.8724, -0.9483, -6.0057], [-3.4713, 7.7489, -0.3029], [-2.7552, -3.2861, 1.1144], [-3.9629, 1.1125, -5.9961], [-4.8069, -1.8877, -4.7993], [-3.4304, -0.5205, -3.9183], [-3.8389, -1.4379, -5.0334], [-1.8203, -5.3592, 2.4501], [4.3363, -5.7038, 5.6264], [-4.1900, 5.1019, -0.2243], [2.8252, -4.0437, 6.0236], [-2.8802, 0.8511, -1.4763], [2.8751, 1.7476, -3.9329], [1.3266, 2.2329, 1.6305], [-6.9048, 6.5479, 1.0038], [0.3945, -3.6832, 0.2546], [2.8354, 3.6463, 0.6609], [-1.3724, 3.2646, 0.3705], [-0.9195, 0.9480, 3.0414], [0.4698, 0.7957, -3.7336], [-1.3362, -3.4203, 1.7056], [6.8833, -1.7729, 1.1812], [-2.0769, 6.7019, -0.5356], [1.3902, 0.9625, -1.6143], [4.2368, -2.0094, -0.2695], [0.7015, 2.1492, 3.8655], [3.2910, 0.5186, 0.9255], [2.3779, 1.5119, -1.3094], [0.8541, -0.4468, 0.7164], [0.7624, -1.8259, 1.3185], [-1.1451, -3.6820, 3.8244], [1.4484, -4.3866, 2.1846], [4.1941, -3.0268, 3.3238], [-1.1021, -4.9434, 1.7881], [4.1444, -4.1582, 1.8044], [-2.2578, -0.7999, -0.8153], [-0.8182, -2.3353, -0.2457], [-2.1058, 2.3744, 1.8950], [1.5289, 0.6385, -3.2494], [-0.5908, 0.3128, 1.1076], [-5.9672, 1.1386, -5.1360], [-4.3031, 2.4706, -4.9441]], "forces_ev_per_angstrom": [[0.0, -0.1, -0.1], [-0.4, -1.0, 1.4], [-1.0, -1.8, -0.5], [0.6, 0.0, 0.3], [-0.4, -1.0, 1.8], [1.6, -1.3, 1.0], [0.3, -0.1, -1.7], [0.3, -1.8, 1.6], [3.7, -1.5, 1.1], [0.0, 1.5, -1.1], [2.0, -0.4, 1.7], [-1.3, -1.6, -0.8], [-1.0, -1.6, -1.6], [1.2, 1.8, -1.0], [-1.3, 0.9, 0.3], [-0.7, -1.2, 0.3], [1.5, 2.3, -1.7], [-1.2, 0.9, -2.0], [0.7, 2.2, 0.5], [0.2, 0.9, 1.5], [-0.2, 0.5, 1.2], [-1.3, 0.5, -1.3], [1.1, 1.2, 1.7], [0.0, 0.1, -0.1], [-1.3, -1.9, 1.3], [2.2, -0.3, 1.6], [2.2, -0.5, -1.2], [-0.7, 0.1, -0.2], [-0.5, 0.8, 0.4], [-0.1, -0.1, 0.3], [0.1, -0.1, 0.1], [-1.1, -0.4, -1.3], [-0.3, 0.1, 0.2], [0.1, 0.1, 0.2], [-0.3, -0.7, 1.6], [1.7, 0.3, -0.3], [0.0, 0.0, 0.2], [-1.7, 1.5, 0.0], [-1.8, -0.1, -1.1], [0.0, -0.5, 5.9], [-2.9, 0.0, 1.2], [0.0, -0.1, 0.1], [0.9, 1.2, -0.9], [1.6, -1.0, -0.2], [2.5, -1.3, -0.8], [0.2, 0.2, 0.0], [0.8, 1.0, 0.6], [-0.1, 1.9, -1.2], [1.6, -1.6, 0.2], [1.2, -1.0, -1.7], [-1.8, -1.3, -1.1], [-2.2, 1.3, 0.2], [0.8, 0.1, -1.6], [0.1, 0.0, -0.2], [1.5, 1.6, -1.1], [-1.9, -1.1, -0.5], [-0.3, 0.0, -0.1], [0.1, -1.6, -1.5], [0.9, 1.3, -1.7], [-0.1, 2.7, 0.1], [1.1, -5.4, 0.3], [0.2, 0.1, 0.1], [0.0, 0.9, -0.4], [-0.3, 0.0, 0.1], [0.0, 0.0, -0.2], [0.6, -0.8, 0.3], [0.0, -0.1, 0.1], [0.1, 0.1, -0.1], [0.6, -0.7, 1.2], [0.5, -0.3, -0.5], [1.1, 0.7, -1.4], [-0.6, 2.1, -1.5], [-0.2, -0.5, 0.0], [0.3, 0.1, -0.1], [0.7, -1.3, 2.2], [-0.4, 5.0, -5.6], [-1.3, 0.7, 1.2], [0.4, 0.0, 0.1], [-1.2, 2.1, 0.8], [-0.4, -0.8, 0.9], [-1.4, -1.8, 1.0], [-0.6, -1.6, -0.9], [2.6, 0.3, 0.4], [-0.4, -1.8, 0.0], [-0.7, 0.5, -2.1], [-0.2, 0.0, -0.2], [0.2, 0.0, -1.2], [1.7, 1.9, 0.6], [1.0, 0.8, -1.1], [-0.8, -1.7, 1.8], [-1.9, -1.3, -0.2], [-0.1, -0.5, 0.1], [-3.1, 0.7, -1.0], [-0.3, 0.8, -1.1], [1.2, 2.0, 1.0], [-1.2, -1.5, -1.0], [0.1, 0.7, 0.4], [-1.3, 0.4, 2.0], [-0.5, 2.3, 1.0], [1.1, -0.3, 1.7], [-0.2, -0.1, -2.2], [-0.5, -1.5, 2.1], [-1.1, 0.3, 1.1], [-0.2, -0.2, 0.1], [0.1, -0.3, 0.2]], "multiplicity": 1, "e_homo_ev": -8.2, "gap_ev": 8.128}